[1]
28
Properties=species:S:1:pos:R:3 method="wB97M-V/def2-TZVPD" orbital_gap_ev="8.59 / 6.55" multiplicity=3 de_lowest_kj_mol=0.0 lumo_energy_ev="-7.67 / -10.97" homo_ha="-0.5977 / -0.6435" total_charge=+2
C 0.119 2.532 -1.391
C 1.491 0.839 -2.497
C 0.018 -1.497 2.339
C -0.011 0.054 2.215
C -0.617 -2.265 1.236
C -1.407 0.496 1.796
C -1.928 -1.577 0.792
N -0.720 1.731 -0.901
N -1.867 -0.201 0.670
N 1.300 2.066 -1.924
N 0.640 -0.146 -2.246
N 2.600 0.728 -3.274
S -0.960 0.119 -1.155
Cl -0.143 4.233 -1.422
H 1.103 -1.684 2.298
H -0.276 -1.655 3.325
H 0.267 0.582 3.156
H 0.654 0.353 1.463
H 0.120 -2.225 0.364
H -0.546 -3.270 1.558
H -1.972 0.045 2.603
H -1.546 1.487 1.708
H -2.274 -2.097 -0.163
H -2.648 -1.807 1.647
H 2.110 2.595 -2.065
H 0.482 -0.889 -2.846
H 3.166 1.510 -3.500
H 2.845 -0.058 -3.785

[2]
25
Properties=species:S:1:pos:R:3 method="wB97M-V/def2-TZVPD" orbital_gap_ev=7.23 lumo_energy_ev=-1.01 homo_ha=-0.3026
C -0.671 0.356 0.717
C -0.304 1.277 1.918
C -1.001 1.111 3.128
C 0.598 2.346 1.772
C 0.825 -3.734 -3.943
C 1.171 -1.800 -2.634
C 1.103 -1.285 -1.207
H -2.039 0.164 -1.337
H 0.241 0.103 0.071
H -0.978 -0.612 1.121
H -1.708 0.328 3.196
H -0.974 1.893 3.900
H 0.997 2.571 0.778
H -0.394 -3.960 -4.223
H 1.382 -3.034 -4.771
H 1.481 -4.815 -4.140
H 1.955 -3.594 -2.414
H 0.302 -1.337 -3.165
H 2.184 -1.587 -3.145
H 1.339 -0.228 -1.174
H 1.943 -1.796 -0.553
N 1.042 -3.252 -2.686
S -2.049 1.008 -0.278
S 0.969 3.484 2.896
Cl -0.357 -1.343 -0.338

[3]
27
Properties=species:S:1:pos:R:3 method="wB97M-V/def2-TZVPD" orbital_gap_ev=8.56 smiles="C=[P@](O)(S)OC[C@@H]1S[C@@H](C)C[C@@H]1F" lumo_energy_ev=0.11 homo_ha=-0.3105
C -2.780 0.465 1.734
P -2.158 -1.118 1.702
O -2.967 -2.258 0.922
S -1.797 -1.774 3.606
O -0.404 -2.228 1.184
C 0.594 -1.660 0.426
C 0.654 -0.044 0.610
S -0.677 0.509 -0.595
C 0.650 0.987 -1.789
C 0.365 2.040 -2.908
C 1.795 1.419 -0.922
C 2.010 0.406 0.172
F 2.766 -0.669 -0.286
H -2.109 1.080 2.255
H -3.241 1.004 0.855
H -2.385 -2.838 0.454
H -1.518 -3.133 3.506
H 1.585 -1.994 0.840
H 0.348 -1.951 -0.617
H 0.445 0.043 1.677
H 0.910 0.043 -2.359
H 1.337 2.189 -3.441
H 0.230 3.098 -2.524
H -0.327 1.707 -3.666
H 1.545 2.355 -0.419
H 2.636 1.608 -1.518
H 2.494 0.715 1.101

[4]
22
Properties=species:S:1:pos:R:3 method="wB97M-V/def2-TZVPD" orbital_gap_ev=9.67 de_lowest_kj_mol=123.4 smiles="C=CC(=C)C[C@@H](C)[NH3+]" lumo_energy_ev=-3.43 homo_ha=-0.4812 total_charge=+1
C -1.419 0.574 -2.974
C -0.288 0.373 -2.304
C -0.165 0.827 -0.856
C 0.421 2.022 -0.659
C -0.630 -0.135 0.139
C 0.225 -0.323 1.379
C -0.329 -1.401 2.333
N 1.651 -0.676 0.893
H -1.438 0.239 -3.974
H -2.313 1.013 -2.542
H 0.682 0.096 -2.707
H 1.073 2.449 -1.412
H 0.510 2.392 0.367
H -1.062 -1.060 -0.292
H -1.678 0.165 0.474
H 0.346 0.547 2.032
H 0.515 -1.850 2.862
H -1.023 -0.889 3.003
H -0.930 -2.211 1.891
H 1.661 -1.578 0.427
H 2.290 -0.656 1.688
H 1.900 0.083 0.233

[5]
22
Properties=species:S:1:pos:R:3 method="wB97M-V/def2-TZVPD" orbital_gap_ev=8.78 de_lowest_kj_mol=140.9 smiles="C/C=C/C=C/CC[NH3+]" lumo_energy_ev=-3.67 homo_ha=-0.4577 total_charge=+1
C 1.130 -0.103 3.835
C 0.643 -0.241 2.405
C 1.072 0.606 1.477
C 0.519 0.550 0.085
C 0.965 -0.174 -0.938
C 0.299 0.138 -2.293
C -1.019 -0.610 -2.458
N -2.199 0.074 -1.866
H 0.403 -0.552 4.505
H 1.230 0.955 4.074
H 2.072 -0.582 4.109
H -0.277 -0.807 2.338
H 1.862 1.323 1.668
H -0.329 1.228 0.020
H 1.828 -0.821 -0.956
H 0.297 1.179 -2.603
H 0.954 -0.386 -2.992
H -0.886 -1.595 -2.018
H -1.197 -0.914 -3.488
H -2.603 0.796 -2.460
H -1.902 0.527 -0.990
H -2.862 -0.587 -1.453

[6]
22
Properties=species:S:1:pos:R:3 method="wB97M-V/def2-TZVPD" orbital_gap_ev=5.01 de_lowest_kj_mol=595.0 lumo_energy_ev=-8.21 homo_ha=-0.4859 total_charge=+1
C 1.316 1.006 0.429
C 0.244 0.559 1.387
C -0.630 -0.463 0.698
C -1.875 -0.112 0.316
C -0.157 -1.873 0.665
C 0.542 -2.107 -0.700
C 0.560 -1.330 -1.791
N -0.489 2.492 -0.677
H 1.944 1.787 0.864
H 1.942 0.168 0.126
H -0.509 1.289 1.653
H 0.782 0.257 2.340
H -2.337 0.842 0.535
H -2.420 -0.747 -0.380
H -0.930 -2.608 0.775
H 0.618 -2.128 1.397
H 0.888 -3.111 -0.934
H 0.845 -1.507 -2.805
H 0.247 -0.308 -1.567
H 0.410 1.885 -0.334
H -0.576 3.436 -0.301
H -0.416 2.572 -1.697

Number 1: F_max 4.1 eV Å⁻¹, electronic energy -38273.142 eV. Number 2: F_max 14.2 eV Å⁻¹, electronic energy -43160.142 eV. Number 3: F_max 4.2 eV Å⁻¹, electronic energy -45255.249 eV. Number 4: F_max 3.6 eV Å⁻¹, electronic energy -8967.799 eV. Number 5: F_max 2.7 eV Å⁻¹, electronic energy -8967.617 eV. Number 6: F_max 5.4 eV Å⁻¹, electronic energy -8962.911 eV.